Below is a 2-piece molecular cluster, C5H13NO2 overall, with properties calculated with ωB97M-V with the def2-TZVPD basis set.

CARTESIAN COORDINATES (ANGSTROEM)
C  0.083  -3.910  0.029
C  -0.528  -2.550  0.284
N  -1.412  -2.507  1.326
O  -0.262  -1.559  -0.381
H  0.777  -3.841  -0.826
H  -0.697  -4.653  -0.211
H  0.644  -4.262  0.911
H  -1.633  -3.338  1.880
H  -1.856  -1.612  1.545
C  -0.164  1.395  2.402
C  -1.446  1.877  1.739
C  -2.406  2.498  2.733
O  -2.156  0.787  1.132
H  -0.406  0.655  3.183
H  0.369  2.239  2.870
H  0.505  0.921  1.664
H  -1.194  2.626  0.961
H  -1.946  3.374  3.220
H  -3.331  2.822  2.227
H  -2.669  1.761  3.510
H  -1.547  0.347  0.503

LUMO level, eV: 0.8
Calculated total energy, a.u.: -403.56889
SMILES: CC(N)=O.CC(C)O
ΔE to the lowest compared entry with this formula, charge and spin, eV: 0.210
Multiplicity: 1

These are the Löwdin partial charges, in e, on atoms 1 to 5: C -0.021; C -0.590; N 0.148; O 0.025; H 0.086

***

Below is one molecule with the formula C5H8O2, with properties calculated with ωB97M-V with the def2-TZVPD basis set.

CARTESIAN COORDINATES (ANGSTROEM)
C  -2.128  -2.467  1.523
C  -1.761  -1.434  1.027
C  -1.352  -0.161  0.430
O  0.024  -0.180  0.132
C  0.491  1.090  -0.280
C  1.935  0.907  -0.700
O  2.036  0.022  -1.790
H  -2.455  -3.378  1.974
H  -1.943  0.032  -0.480
H  -1.574  0.654  1.138
H  -0.104  1.455  -1.133
H  0.404  1.821  0.541
H  2.353  1.866  -1.021
H  2.516  0.552  0.166
H  1.559  -0.778  -1.528

LUMO level, eV: 0.9
Calculated total energy, a.u.: -345.69921
SMILES: C#CCOCCO
ΔE to the lowest compared entry with this formula, charge and spin, eV: 2.878
Multiplicity: 1

These are the Löwdin partial charges, in e, on atoms 1 to 5: C 0.119; C -0.093; C -0.245; O -0.148; C -0.217

***

Below is one molecule with the formula C6H6, with properties calculated with ωB97M-V with the def2-TZVPD basis set.

CARTESIAN COORDINATES (ANGSTROEM)
C  -2.949  -2.050  1.465
C  -2.183  -1.331  0.874
C  -1.275  -0.471  0.286
C  -0.455  0.320  -0.116
C  0.637  1.227  -0.469
C  1.932  0.450  -0.729
H  -3.613  -2.661  2.034
H  0.367  1.837  -1.339
H  0.776  1.922  0.369
H  2.753  1.133  -0.970
H  2.208  -0.129  0.157
H  1.802  -0.247  -1.561

LUMO level, eV: 1.0
Calculated total energy, a.u.: -232.09846
SMILES: C#CC#CCC
ΔE to the lowest compared entry with this formula, charge and spin, eV: 3.479
Multiplicity: 1

These are the Löwdin partial charges, in e, on atoms 1 to 5: C 0.117; C -0.160; C -0.053; C -0.022; C -0.256

***

Below is one molecule with the formula C6H8BrNS at a distorted geometry, with properties calculated with ωB97M-V with the def2-TZVPD basis set.

CARTESIAN COORDINATES (ANGSTROEM)
Br  -1.020  2.210  -0.968
C  -0.708  0.568  0.092
C  -0.013  -0.413  -0.846
C  1.000  0.068  -1.806
C  1.341  -0.885  -0.706
C  0.090  0.861  1.378
S  -0.269  -0.568  2.441
C  -1.794  -0.770  1.580
N  -2.036  -0.112  0.540
H  -0.793  -1.051  -1.298
H  1.474  1.136  -1.622
H  1.053  -0.279  -2.843
H  1.636  -1.891  -0.651
H  1.945  -0.364  0.074
H  1.140  1.026  0.967
H  -0.441  1.853  1.743
H  -2.604  -1.386  1.925

LUMO level, eV: 0.7
Calculated total energy, a.u.: -3260.30258
SMILES: Br[C@@]1(C2CC2)CSC=N1
ΔE to the lowest compared entry with this formula, charge and spin, eV: 2.407
Multiplicity: 1

These are the Löwdin partial charges, in e, on atoms 1 to 5: Br 0.730; C -0.835; C -0.389; C -0.162; C -0.149

***

| no. | HOMO energy (eV) |
| --- | --- |
| 1 | -10.022 |
| 2 | -10.146 |
| 3 | -9.272 |
| 4 | -9.296 |